77
Properties=species:S:1:pos:R:3:forces:R:3 method="wB97M-V/def2-TZVPD" e_lumo_ev=-2.8 e_above_lowest_kj_mol=0.00 total_charge=+1 gap_ev=7.908
Pd 0.299030 1.066000 -1.071987 -0.2 0.0 -0.4
C 3.905278 0.305805 -0.448083 0.0 0.0 0.0
As 2.612663 1.300225 -1.477689 0.0 0.0 0.1
C 3.149081 0.955706 -3.300219 0.0 0.0 0.0
C 3.091622 3.164380 -1.225386 0.0 0.0 0.0
C 4.412685 3.592968 -1.148887 0.0 0.0 0.0
C 4.696140 4.942353 -0.999772 0.0 0.0 0.0
C 3.663845 5.870345 -0.938203 0.0 0.0 0.0
C 2.345426 5.448162 -1.018584 0.0 0.0 0.0
C 2.057715 4.093815 -1.155486 0.0 0.0 0.0
As 0.239631 3.424819 -1.230386 0.0 -0.1 0.1
C -0.709337 4.395320 0.144714 0.0 0.0 0.0
C -0.492878 4.135132 -2.870451 0.0 0.0 0.0
H 4.917565 0.528819 -0.781983 0.0 0.0 0.0
H 3.712773 -0.755018 -0.598552 0.0 0.0 0.0
H 3.792247 0.552099 0.605901 0.0 0.0 0.0
H 4.175902 1.281763 -3.458755 0.0 0.0 0.0
H 2.480069 1.499093 -3.964224 0.0 0.0 0.0
H 3.059975 -0.110519 -3.502177 0.0 0.0 0.0
H 5.225882 2.878877 -1.199200 0.0 0.0 0.0
H 5.724100 5.272359 -0.931051 0.0 0.0 0.0
H 3.887733 6.922531 -0.824624 0.0 0.0 0.0
H 1.545240 6.177328 -0.967669 0.0 0.0 0.0
H -0.183861 4.278604 1.089618 0.0 0.0 0.0
H -1.706136 3.967671 0.238327 0.0 0.0 0.0
H -0.782918 5.450063 -0.115663 0.0 0.0 0.0
H -0.345600 5.213124 -2.915763 0.0 0.0 0.0
H -1.555972 3.901693 -2.902254 0.0 0.0 0.0
H -0.000880 3.655930 -3.714047 0.0 0.0 0.0
Se -2.193974 0.992485 -1.258971 0.1 -0.2 0.1
P -1.871119 -1.173400 -1.250950 0.0 0.3 0.1
Se 0.282763 -1.430985 -1.431553 -0.1 0.2 0.1
C -2.803809 -1.991036 -2.554275 0.1 -0.1 0.0
C -2.185634 -2.903013 -3.401013 0.0 0.0 0.0
C -2.939936 -3.562760 -4.361889 0.0 0.0 0.0
C -4.297118 -3.303929 -4.474934 0.0 0.0 0.0
C -4.910558 -2.385932 -3.630555 0.0 0.0 0.0
C -4.167159 -1.727619 -2.666788 0.0 0.0 0.0
C -2.486592 -1.898278 0.289962 0.0 0.0 0.0
C -3.452301 -1.240153 1.045510 0.0 0.0 0.0
C -3.982188 -1.854755 2.170690 0.0 0.0 0.0
C -3.557021 -3.124073 2.533517 0.0 0.0 0.0
C -2.591450 -3.778210 1.780342 -0.2 0.0 -0.1
C -2.047062 -3.166459 0.662507 -0.1 0.0 0.0
H -1.121811 -3.087215 -3.316913 0.0 0.0 0.0
H -2.464543 -4.273617 -5.024268 0.0 0.0 0.0
H -4.882152 -3.816148 -5.227276 0.0 0.0 0.0
H -5.968915 -2.183580 -3.725984 0.0 0.0 0.0
H -4.642988 -1.008491 -2.009713 0.0 0.0 0.0
H -3.773301 -0.244460 0.767113 0.0 0.0 0.0
H -4.728861 -1.341224 2.761802 0.0 0.0 0.0
H -3.977973 -3.605029 3.406931 0.0 0.0 0.0
H -2.260908 -4.768403 2.063849 -0.1 0.1 -0.1
H -1.279414 -3.670013 0.085047 0.0 0.0 0.0
C 1.682704 1.851691 3.570093 0.0 0.0 0.0
C 1.328818 2.006190 2.243709 0.0 0.0 0.0
N 0.445060 1.216368 1.628383 0.1 0.0 -0.1
C -0.086662 0.216692 2.318501 0.0 0.0 0.0
C 0.215110 -0.039394 3.655002 0.0 0.0 0.0
C 1.101650 0.817618 4.289347 0.0 0.0 0.0
C -0.416378 -1.147121 4.402494 0.0 0.0 0.0
C -0.386915 -2.452241 4.137044 0.0 0.0 0.0
C 0.322378 -3.158523 3.056856 0.1 0.0 0.0
C 0.132104 -4.528260 2.897380 0.2 -0.1 0.1
C 0.801759 -5.151010 1.861360 0.0 0.0 0.1
N 1.614908 -4.489325 1.041076 0.0 0.0 0.0
C 1.752237 -3.193958 1.299594 0.0 0.0 -0.1
N 1.156471 -2.492374 2.252606 0.0 0.0 0.1
H 2.392040 2.524851 4.031643 0.0 0.0 0.0
H 1.770490 2.798384 1.644477 0.0 0.0 0.0
H -0.794439 -0.416807 1.793722 0.0 0.0 0.0
H 1.350581 0.667209 5.332804 0.0 0.0 0.0
H -0.960201 -0.844206 5.292557 0.0 0.0 0.0
H -0.930349 -3.105856 4.810746 0.0 0.0 0.0
H -0.516285 -5.084844 3.560575 0.0 0.0 0.0
H 0.687763 -6.214036 1.679964 0.0 0.0 0.0
H 2.424191 -2.644173 0.650405 0.0 0.0 0.0

82
Properties=species:S:1:pos:R:3:forces:R:3 method="wB97M-V/def2-TZVPD" e_lumo_ev="-1.1 / -3.5" e_above_lowest_kj_mol=145.94 spin_multiplicity=2 gap_ev="6.756 / 4.316"
Cd -0.451661 0.455011 0.549053 0.1 -1.2 0.5
N -4.257563 0.378159 0.796060 -0.5 -1.7 1.5
C -4.376279 0.771044 -0.487628 0.6 0.8 -1.7
C -4.271882 2.169362 -0.763844 -0.7 -1.6 1.2
C -4.021777 2.612056 -2.029530 0.3 1.8 -0.2
C -3.914537 1.699238 -3.069612 0.9 -0.9 -1.2
C -4.276073 0.345650 -2.885542 -0.1 1.4 1.2
C -4.507628 -0.097599 -1.599813 -0.2 -0.7 0.9
S -2.628342 1.854647 -4.354287 -1.2 2.9 2.3
O -3.171558 1.304531 -5.549781 0.6 -0.5 -0.7
O -1.556714 1.004852 -3.672109 0.4 -0.6 -0.4
O -2.135788 3.243417 -4.320843 -0.5 -1.3 -0.4
H -4.352028 -0.599309 1.104006 0.0 0.8 -0.8
H -3.682425 0.884289 1.446674 -0.1 0.4 -0.1
H -4.482000 2.778794 0.106183 0.3 0.5 -0.2
H -3.917573 3.731233 -2.150422 0.2 -1.5 -0.3
H -4.333341 -0.350842 -3.690670 0.3 -0.2 -0.6
H -4.686804 -1.170315 -1.426598 0.0 0.5 0.0
O -2.061061 2.662486 3.695282 0.6 0.1 0.0
Cl -1.185129 1.787132 2.997957 -2.3 -0.3 -0.5
O -0.142994 1.253101 3.775287 0.8 -0.2 0.8
O -2.014990 0.655498 2.462708 1.0 0.9 0.1
O -0.601854 2.463713 1.812535 -0.1 -0.3 0.0
C 3.031490 0.350758 2.918986 -1.9 0.1 -0.6
Ge 2.730346 -1.473111 2.215374 -0.5 0.5 1.0
C 3.229348 -2.622671 3.706420 0.8 -0.1 0.3
C 3.846073 -1.757514 0.656855 0.2 -0.2 -0.5
Ge 0.368404 -1.888815 1.638650 0.6 -1.1 -0.9
C 0.518370 -3.499650 0.404165 -1.3 0.8 1.5
C -0.059715 -4.708273 0.840877 0.2 -0.3 0.5
C -0.239732 -5.703483 -0.096190 0.2 -1.0 -0.6
C 0.287490 -5.619985 -1.425027 0.6 -0.7 0.6
C 1.125565 -4.529900 -1.739800 -2.2 -0.1 1.0
C 1.013601 -3.410254 -0.858988 0.7 -1.4 -1.2
C -0.934031 -2.486976 2.989142 0.6 -0.2 0.0
C -0.798619 -1.947947 4.271299 0.2 1.7 0.5
C -1.956851 -1.657126 5.013748 -0.1 -1.0 0.2
C -3.221234 -2.125261 4.638849 2.5 0.2 -1.8
C -3.257798 -2.812821 3.400865 -1.4 -0.4 0.6
C -2.159847 -3.088132 2.601953 0.4 1.5 0.7
H 2.164387 0.654986 3.550485 0.5 -0.1 -0.6
H 3.113062 1.019472 2.054472 0.0 0.2 0.3
H 3.880128 0.462288 3.537124 1.2 -0.1 0.5
H 3.678805 -3.557573 3.366277 -0.4 -0.2 0.1
H 2.404526 -2.797589 4.396428 0.0 -0.2 -0.1
H 4.037151 -2.117082 4.265078 -0.4 0.0 -0.2
H 3.485012 -2.630688 0.077971 0.3 0.5 0.3
H 4.863867 -1.982274 1.053060 -0.6 0.4 -0.6
H 3.815085 -0.844686 0.012311 0.3 -0.8 0.4
H -0.337004 -4.903874 1.913459 0.2 0.4 -1.3
H -0.698177 -6.659388 0.217747 0.1 0.7 -0.3
H 0.095458 -6.518273 -2.090181 0.6 1.4 0.7
H 1.672964 -4.466227 -2.664089 -0.1 0.1 -0.2
H 1.329394 -2.468081 -1.216170 0.7 0.9 -0.4
H 0.177332 -1.484130 4.691274 -1.6 -0.9 -1.2
H -1.867177 -1.038936 5.886613 0.1 0.0 0.4
H -4.061980 -1.847445 5.222423 -0.8 0.0 0.1
H -4.239327 -3.101391 3.028193 0.1 -0.3 0.1
H -2.269106 -3.620055 1.657719 0.0 0.3 0.2
Te -0.196284 1.905415 -1.936530 0.8 1.5 -0.9
C 1.516229 1.464585 -3.165135 -1.6 -2.5 -1.3
C 1.278536 0.712430 -4.389813 -0.3 1.9 2.6
C 2.367542 0.326706 -5.109199 0.5 -0.4 -1.8
C 3.694226 0.513493 -4.638497 -1.3 -0.8 0.3
C 3.838862 0.991107 -3.338335 0.1 -0.6 -1.9
C 2.771698 1.465580 -2.628373 0.0 2.1 2.5
C 0.789575 3.729293 -1.229835 -0.6 1.3 1.0
C 0.551579 4.997544 -1.849043 -0.7 -1.8 -0.7
C 1.190674 6.118436 -1.370478 0.4 1.2 -0.3
C 1.981948 6.104180 -0.226122 0.1 0.0 0.3
C 2.194086 4.890270 0.418267 0.0 -1.3 0.0
C 1.540390 3.702200 -0.034646 0.4 0.9 -1.5
H 0.240647 0.537142 -4.641865 0.3 0.0 -0.5
H 2.105870 -0.117171 -6.106520 0.8 0.3 1.0
H 4.542335 0.105258 -5.195691 -0.3 0.4 0.2
H 4.792920 0.953438 -2.915173 1.3 0.2 0.7
H 2.961707 1.982327 -1.623924 -0.3 -0.9 -1.5
H -0.166767 5.021339 -2.703001 0.9 0.2 0.6
H 1.216142 7.082034 -1.913280 -0.7 -0.7 0.2
H 2.361016 7.092589 0.121162 0.1 -1.2 -0.2
H 2.956892 4.730684 1.191671 -0.6 0.5 0.0
H 1.732913 2.737075 0.401923 0.2 0.0 0.5

75
Properties=species:S:1:pos:R:3:forces:R:3 method="wB97M-V/def2-TZVPD" e_lumo_ev="-2.5 / -5.9" total_charge=+1 spin_multiplicity=5 gap_ev="5.259 / 3.536"
C 2.934246 0.795851 1.315673 -0.5 0.4 -0.1
C 2.779748 -0.688917 1.225445 0.3 -1.2 -0.5
C 2.925912 -1.444406 0.042167 2.7 1.1 1.0
Fe 0.927378 -1.354638 0.124509 4.5 4.1 -2.0
C 1.068416 -1.276748 -1.758465 1.0 0.1 -5.1
O 1.114472 -1.034251 -2.898574 -0.3 -0.8 2.8
C 0.288374 0.379132 -0.554943 -1.2 5.1 -0.9
O -0.100079 1.282693 -1.181513 0.8 -2.8 1.6
C 0.537140 -3.327241 0.323291 -1.4 -1.3 0.4
C -0.509108 -2.602788 -0.357980 -2.1 -1.9 1.0
C -0.988196 -1.572773 0.539449 -1.6 -1.9 0.9
C -0.237494 -1.676109 1.761966 -1.0 -0.7 0.9
C 0.706851 -2.742212 1.616782 -1.5 -1.1 0.7
H 3.855686 1.088277 1.848554 -0.2 -0.1 -0.3
H 2.913375 1.259823 0.317253 0.2 -0.1 0.3
H 2.079962 1.199613 1.879317 0.3 0.1 -0.1
H 2.793583 -1.191683 2.204467 -0.1 0.1 -0.6
H 3.290224 -0.921672 -0.849315 0.0 -0.1 0.3
H 3.257076 -2.490445 0.061588 -0.6 0.5 0.2
H 1.054165 -4.202312 -0.065602 -0.1 0.4 0.1
H -0.964691 -2.869301 -1.307308 0.2 0.1 0.2
H -1.861217 -0.951060 0.378117 0.3 0.0 -0.1
H -0.401283 -1.081888 2.656353 0.1 -0.1 -0.3
H 1.369456 -3.102188 2.395402 0.0 0.2 -0.2
C 5.479576 -4.393445 -2.335730 0.2 0.0 0.2
C 6.785508 -4.604278 -2.803256 -0.1 0.0 0.2
C 7.868130 -4.531122 -1.920197 -0.2 0.2 0.2
C 7.656041 -4.244207 -0.563332 -0.7 -0.2 -0.2
C 8.840748 -4.095933 0.362649 0.1 -0.1 -0.2
N 8.520439 -3.656188 1.733225 0.1 1.0 -0.2
C 9.298018 -4.336485 2.749582 0.3 -0.3 0.3
C 8.752900 -4.046859 4.128569 0.0 -0.5 -0.1
N 8.630723 -2.618911 4.328270 -0.6 0.7 -1.0
C 8.387488 -2.210464 5.697172 0.6 0.0 0.9
C 7.840922 -0.804529 5.823679 -0.6 -0.2 0.1
N 8.328435 0.075173 4.784479 0.5 0.4 -0.4
C 8.210437 1.515704 5.114964 -0.4 -0.2 -0.1
C 9.484858 2.341678 5.084766 0.6 0.0 0.0
C 9.393905 3.738132 5.205262 0.1 -0.1 -0.1
C 10.545235 4.530778 5.250706 0.1 -0.3 0.0
C 11.811574 3.930247 5.185176 -0.3 -0.3 0.0
C 11.907525 2.537120 5.077772 -0.3 0.2 0.0
C 10.747269 1.747589 5.024319 0.1 0.3 0.0
C 8.112962 -0.416167 3.497454 -0.9 1.6 0.1
C 7.496488 0.320079 2.459368 0.2 -0.8 1.1
N 7.095185 -0.287932 1.338214 1.2 0.0 -0.8
C 7.534002 -1.503646 1.016050 -0.1 0.2 0.4
C 8.148061 -2.349204 1.978028 0.2 -0.5 -1.2
C 8.337384 -1.801004 3.275264 -0.1 -0.9 1.5
C 6.348857 -4.091064 -0.093787 -0.1 0.0 -0.4
C 5.263631 -4.136694 -0.977994 0.4 -0.2 -0.1
H 4.630651 -4.440923 -3.021156 0.3 0.0 0.2
H 6.952373 -4.826621 -3.860418 0.0 0.1 0.4
H 8.891812 -4.682001 -2.272206 -0.3 0.1 0.0
H 9.346787 -5.066445 0.461038 -0.1 0.3 0.0
H 9.573274 -3.402726 -0.086898 -0.2 -0.1 0.2
H 9.228844 -5.411367 2.557662 0.0 0.2 0.1
H 10.367325 -4.061559 2.702346 -0.3 0.1 -0.1
H 7.768673 -4.543741 4.248685 0.3 0.3 0.1
H 9.435698 -4.432056 4.898343 -0.2 0.0 -0.2
H 7.658144 -2.912745 6.135622 0.3 0.1 -0.1
H 9.326019 -2.300771 6.273942 -0.3 -0.1 -0.3
H 6.738381 -0.875006 5.788343 0.2 0.2 0.0
H 8.121092 -0.390662 6.792700 0.0 -0.2 -0.1
H 7.456727 1.988232 4.474019 0.0 0.0 0.2
H 7.811011 1.548645 6.137976 0.0 0.1 -0.3
H 8.404814 4.197726 5.269945 0.3 0.0 0.0
H 10.464122 5.616425 5.349647 0.0 -0.4 -0.1
H 12.713607 4.544845 5.230119 -0.3 -0.2 0.0
H 12.885565 2.054678 5.044748 -0.3 0.2 0.0
H 10.828642 0.663567 4.946627 0.0 0.2 0.0
H 7.250931 1.380616 2.600893 0.1 -0.6 -0.2
H 7.362297 -1.852057 -0.005434 -0.2 0.2 0.5
H 6.177915 -3.880218 0.961631 -0.1 -0.1 -0.3
H 4.257626 -3.974478 -0.592303 0.3 -0.2 -0.2

Number 1: DFT total energy -11186.3186 Ha, F_max 0.5 eV Å⁻¹. Number 2: DFT total energy -7307.4510 Ha, F_max 3.8 eV Å⁻¹. Number 3: DFT total energy -2911.2527 Ha, F_max 6.4 eV Å⁻¹.